(1)
C32H35N11Tl | ωB97M-V/def2-TZVPD

Computed properties:
HOMO energy in eV: -10.7402
Charge: +1
E in eV: -54834.0281

```
79
Properties=species:S:1:pos:R:3:forces:R:3
Tl -1.371548 -0.596343 0.015674 -0.10 -0.03 0.09
C -2.143488 -0.662725 -3.806586 0.00 0.01 0.01
C -1.475253 0.650781 -3.518226 0.01 -0.01 0.05
C -0.588995 1.225265 -4.427290 -0.01 -0.03 -0.02
C 0.051139 2.401392 -4.086785 0.03 0.03 -0.01
C -0.221247 2.987300 -2.861337 -0.01 0.00 0.02
C -1.137884 2.366617 -2.020991 0.02 0.03 -0.02
N -1.739828 1.220089 -2.340009 0.04 -0.04 -0.05
C -1.512905 2.974274 -0.710573 0.01 0.03 0.01
C -1.548974 4.358220 -0.572626 0.00 0.00 -0.01
C -1.948563 4.895758 0.636243 0.00 0.00 0.01
C -2.299900 4.041498 1.664514 -0.01 0.01 0.01
C -2.229135 2.667824 1.451436 -0.01 0.01 0.01
N -1.841770 2.151172 0.285716 0.04 0.02 -0.02
C -2.634987 1.713192 2.527146 -0.01 -0.05 0.03
C -2.617589 2.086870 3.867285 0.02 0.00 -0.02
C -3.061587 1.178177 4.813465 0.01 0.01 0.02
C -3.493441 -0.069490 4.401984 0.01 -0.01 0.01
C -3.444678 -0.385022 3.046992 0.03 -0.01 -0.01
C -3.833325 -1.742374 2.540543 -0.02 0.02 -0.01
N -3.023697 0.497122 2.137843 0.00 0.05 -0.01
H -2.466369 -0.721905 -4.845805 0.01 -0.01 0.00
H -1.449088 -1.489676 -3.626431 -0.02 0.01 0.00
H -3.002951 -0.796435 -3.153989 -0.01 0.00 -0.01
H -0.406811 0.747251 -5.381640 -0.01 0.00 0.01
H 0.758907 2.858511 -4.766467 0.00 0.00 0.00
H 0.281123 3.895643 -2.559402 -0.01 0.01 0.00
H -1.309028 4.998153 -1.409582 0.00 0.00 0.00
H -2.010140 5.967737 0.768348 0.00 0.00 0.00
H -2.657388 4.437562 2.603384 0.00 0.00 0.00
H -2.258556 3.059468 4.170508 0.00 0.00 0.00
H -3.070818 1.444131 5.862749 0.00 0.00 0.00
H -3.858552 -0.796255 5.115274 0.00 0.00 -0.01
H -4.360127 -2.315111 3.301262 0.00 -0.01 -0.01
H -4.466988 -1.648160 1.659651 0.00 0.00 0.00
H -2.940949 -2.301976 2.247091 0.00 0.00 0.01
C 0.303967 -0.760350 5.187475 0.02 0.00 0.00
N 1.189838 -1.374751 4.216669 -0.01 0.02 0.03
C 1.876616 -2.601271 4.619912 0.01 0.01 0.02
C 0.954826 -1.131485 2.889351 0.10 -0.01 -0.13
N -0.004300 -0.430655 2.398420 -0.07 0.03 0.02
N 1.949172 -1.635276 2.053859 -0.07 0.00 0.06
C 1.771308 -2.119205 0.757505 0.31 0.11 -0.04
N 2.948889 -2.107586 0.034676 -0.06 0.02 0.22
N 0.646578 -2.570269 0.371053 -0.12 -0.08 -0.03
H 0.763787 -0.819411 6.171044 -0.01 -0.01 0.00
H -0.677529 -1.246149 5.226556 -0.01 0.00 0.00
H 0.161615 0.294454 4.952079 0.01 0.00 -0.01
H 1.730402 -2.739503 5.687656 -0.01 0.00 0.00
H 2.953616 -2.546968 4.451016 0.00 0.00 0.00
H 1.480378 -3.477429 4.104041 0.01 0.00 -0.01
H -0.672034 -0.157349 3.110817 -0.01 -0.09 0.03
H 2.852289 -1.810474 2.459929 -0.01 0.01 0.02
H 3.532834 -1.298372 0.191799 0.02 -0.04 0.08
H 2.826690 -2.300840 -0.952973 -0.03 0.00 -0.08
H 0.706915 -2.820394 -0.611681 -0.11 0.19 0.33
C 3.282699 1.459484 0.094267 -0.02 0.00 0.00
C 1.963441 1.188645 0.423783 -0.07 0.07 0.00
N 1.100850 0.662914 -0.446151 -0.04 0.01 -0.07
C 1.531907 0.365322 -1.663937 0.09 -0.06 0.07
C 2.845752 0.550185 -2.084124 0.04 0.07 -0.02
C 3.724357 1.140189 -1.179921 0.00 0.01 0.00
C 3.289170 0.238744 -3.450142 -0.03 0.04 0.02
C 2.889230 -0.729818 -4.273853 0.01 -0.04 -0.02
C 1.967295 -1.860230 -4.045494 0.00 0.08 -0.04
C 1.260386 -2.361997 -5.134196 -0.02 0.00 0.02
C 0.424502 -3.441352 -4.918086 -0.01 -0.01 0.04
N 0.310115 -4.016654 -3.723725 0.02 0.04 -0.02
C 1.044073 -3.482016 -2.756828 0.00 -0.16 -0.18
N 1.853706 -2.429923 -2.835580 -0.04 -0.09 -0.22
H 3.944362 1.916907 0.817402 -0.01 -0.01 0.00
H 1.561814 1.401302 1.408015 0.04 -0.01 -0.01
H 0.797143 -0.040661 -2.348436 -0.03 0.00 -0.02
H 4.748256 1.340965 -1.473520 0.00 0.00 0.00
H 4.030320 0.927347 -3.844833 0.01 -0.02 -0.01
H 3.292625 -0.706100 -5.280552 0.02 -0.02 0.01
H 1.363791 -1.920385 -6.115950 0.01 0.00 0.01
H -0.166589 -3.865803 -5.721616 0.01 0.00 0.00
H 0.980324 -3.982320 -1.795092 0.06 -0.11 -0.16
```
Positions in Å, forces in eV/Å.

Here are the Löwdin charges for atoms 1 to 4, given in e: 0.83, -0.03, -0.34, -0.03

***

(2)
C4H4O3S | ωB97M-V/def2-TZVPD

Computed properties:
HOMO energy in eV: -9.3568
Charge: 0
E in eV: -21186.5394

```
12
Properties=species:S:1:pos:R:3:forces:R:3
O 0.246533 -0.598487 -2.021254 -1.20 2.92 6.16
C 0.011734 -0.074203 -0.852635 1.46 -0.67 -3.74
O -0.877059 -0.499704 0.074484 -0.14 -1.31 -2.70
C -1.796857 -1.316743 -0.549554 -2.16 0.82 -0.19
S -2.897639 -1.953377 0.402354 -0.38 -0.91 0.06
C 0.709506 1.063681 -0.154732 2.45 -2.09 0.58
C 1.451987 0.553654 1.108929 -4.79 -0.05 1.81
O 0.399180 1.636205 1.047680 0.37 -0.05 0.48
H -1.961983 -1.194113 -1.674798 1.01 -0.38 1.69
H 1.332437 1.712472 -0.701508 0.59 0.39 -1.36
H 2.441270 0.752761 1.358896 1.59 1.17 -0.11
H 0.940893 -0.082145 1.962139 1.20 0.16 -2.68
```
Positions in Å, forces in eV/Å.

Here are the Löwdin charges for atoms 1 to 4, given in e: 0.05, -0.34, -0.06, -0.68

***

| no. | F_max (eV/A) |
| --- | --- |
| 1 | 0.39 |
| 2 | 6.92 |